1.
The following is a quantum chemistry calculation of a gas-phase ion, C22H28NO2 (charge +1), from OMol25.

Values from the calculation:
total charge	+1
total energy	-1060.047699	Ha
highest occupied orbital energy	-0.3959	hartree
spin multiplicity	1
Kohn-Sham gap	6.670	eV
ΔE to the lowest compared entry with this formula, charge and spin	90.04	kJ/mol
lowest unoccupied orbital energy	-4.10	eV

Each line ends with the natural charge from an NBO analysis.
Geometry (Å):
C1 -8.202 4.079 0.522  -0.26
O1 -8.309 2.815 1.229  -0.49
C2 -7.347 1.863 1.068  0.33
C3 -7.346 0.772 1.963  -0.25
C4 -6.288 -0.109 1.972  -0.19
C5 -5.180 0.039 1.114  -0.08
C6 -3.916 -0.894 1.231  -0.24
C7 -3.658 -1.630 -0.121  -0.06
C8 -2.812 -2.745 -0.068  -0.21
C9 -2.477 -3.471 -1.191  -0.21
C10 -3.066 -3.207 -2.433  0.00
C11 -2.676 -4.023 -3.630  -0.63
C12 -4.001 -2.169 -2.490  -0.22
C13 -4.342 -1.437 -1.355  -0.14
C14 -2.736 -0.182 1.887  -0.29
C15 -3.329 0.460 3.157  -0.60
C16 -1.410 -0.916 2.216  0.35
N1 -0.243 -0.417 2.589  -0.26
C17 0.917 -1.409 2.790  -0.25
C18 2.266 -0.794 3.163  -0.09
O2 2.475 0.467 2.559  -0.49
C19 1.486 1.416 2.979  -0.09
C20 0.057 1.043 2.582  -0.27
C21 -5.243 1.062 0.157  -0.15
C22 -6.312 1.960 0.121  -0.32
H1 -8.961 4.723 0.974  0.21
H2 -7.209 4.540 0.638  0.18
H3 -8.422 3.926 -0.544  0.19
H4 -8.187 0.682 2.649  0.24
H5 -6.336 -0.961 2.660  0.22
H6 -4.257 -1.687 1.934  0.22
H7 -2.430 -3.047 0.913  0.18
H8 -1.713 -4.259 -1.118  0.22
H9 -2.666 -3.419 -4.537  0.23
H10 -1.669 -4.419 -3.494  0.22
H11 -3.342 -4.876 -3.787  0.23
H12 -4.498 -1.952 -3.454  0.22
H13 -5.198 -0.757 -1.425  0.22
H14 -2.366 0.637 1.235  0.24
H15 -2.548 0.894 3.782  0.20
H16 -4.072 1.220 2.901  0.26
H17 -3.805 -0.320 3.767  0.22
H18 -1.447 -2.008 2.290  0.22
H19 0.643 -2.147 3.557  0.24
H20 1.051 -1.940 1.829  0.23
H21 2.387 -0.735 4.253  0.18
H22 3.074 -1.397 2.744  0.23
H23 1.565 1.586 4.081  0.19
H24 1.781 2.341 2.451  0.23
H25 -0.107 1.382 1.557  0.23
H26 -0.630 1.559 3.251  0.24
H27 -4.477 1.124 -0.608  0.21
H28 -6.321 2.765 -0.610  0.23


2.
The following is a quantum chemistry calculation of 2 unconnected molecules or ions with the total composition C2H5OP, from OMol25.

Values from the calculation:
total charge	0
total energy	-495.633221	Ha
<S²>	2.005
highest occupied orbital energy (spin up / spin down)	-0.2787 / -0.3586	hartree
spin multiplicity	3
Kohn-Sham gap (spin up / spin down)	8.535 / 9.593	eV
ΔE to the lowest compared entry with this formula, charge and spin	65.09	kJ/mol
lowest unoccupied orbital energy (spin up / spin down)	0.95 / -0.16	eV

Each line ends with the natural charge from an NBO analysis.
Geometry (Å):
C1 -0.297 0.660 -0.061  0.56
C2 0.824 1.439 -0.626  -0.77
O1 -1.012 -0.239 -0.349  -0.50
P1 -1.214 -1.911 1.513  0.12
H1 -0.013 -2.171 0.940  -0.07
H2 0.644 2.457 -0.676  0.25
H3 1.368 1.129 -1.527  0.23
H4 1.610 1.210 0.148  0.26
H5 -1.910 -2.574 0.638  -0.07


3.
The following is a quantum chemistry calculation of 2 unconnected molecules or ions with the total composition C4H14N2O, from OMol25.

Values from the calculation:
total charge	0
total energy	-345.540799	Ha
highest occupied orbital energy	-0.3380	hartree
spin multiplicity	1
Kohn-Sham gap	10.122	eV
ΔE to the lowest compared entry with this formula, charge and spin	92.90	kJ/mol
lowest unoccupied orbital energy	0.92	eV

Each line ends with the natural charge from an NBO analysis.
Geometry (Å):
C1 -0.404 -2.075 -0.838  -0.63
C2 0.313 -0.897 -0.157  -0.04
C3 0.823 -1.351 1.217  -0.62
N1 -0.476 0.329 -0.086  -0.67
C4 -0.551 1.171 -1.274  -0.05
N2 -0.349 2.594 -1.031  -0.83
H1 0.214 -2.971 -0.825  0.21
H2 -1.311 -2.348 -0.289  0.20
H3 -0.606 -1.872 -1.887  0.21
H4 1.171 -0.712 -0.811  0.19
H5 1.226 -2.356 1.124  0.21
H6 1.636 -0.709 1.563  0.21
H7 0.023 -1.305 1.955  0.21
H8 -1.373 0.070 0.310  0.37
H9 0.258 0.867 -1.938  0.17
H10 -1.494 0.992 -1.796  0.17
H11 0.272 2.624 -0.222  0.37
H12 -1.191 2.989 -0.617  0.35
O1 0.332 1.908 1.965  -0.99
H13 1.253 1.933 2.257  0.46
H14 0.235 1.118 1.380  0.49


4.
The following is a quantum chemistry calculation of 8 unconnected molecules or ions with the total composition C30H66O20P2S6, from OMol25.

Values from the calculation:
total charge	0
total energy	-5759.292848	Ha
highest occupied orbital energy	-0.3709	hartree
spin multiplicity	1
Kohn-Sham gap	9.860	eV
ΔE to the lowest compared entry with this formula, charge and spin	189.59	kJ/mol
lowest unoccupied orbital energy	-0.23	eV

Each line ends with the Löwdin charge.
Geometry (Å):
C1 -14.144 9.138 -7.114  -0.14
O1 -14.467 9.196 -8.442  -0.22
P1 -15.980 9.086 -9.027  0.45
O2 -16.952 10.069 -8.460  -0.25
O3 -15.731 9.272 -10.591  -0.20
C2 -14.737 8.528 -11.281  -0.11
O4 -16.360 7.516 -8.906  -0.23
C3 -17.182 6.965 -7.852  -0.08
H1 -13.484 8.277 -7.008  0.09
H2 -15.034 8.923 -6.522  0.08
H3 -13.640 9.953 -6.594  0.09
H4 -15.076 8.252 -12.279  0.09
H5 -14.479 7.559 -10.855  0.08
H6 -13.810 9.102 -11.299  0.09
H7 -17.925 7.689 -7.517  0.09
H8 -16.599 6.572 -7.019  0.08
H9 -17.710 6.108 -8.269  0.08
C4 -15.607 18.249 5.847  -0.12
O5 -16.146 18.187 4.548  -0.22
P2 -15.681 17.090 3.457  0.47
O6 -16.210 17.492 2.085  -0.28
O7 -16.217 15.679 4.068  -0.23
C5 -17.572 15.466 4.373  -0.12
O8 -14.094 17.071 3.710  -0.23
C6 -13.201 16.039 3.249  -0.08
H10 -15.143 19.224 6.000  0.09
H11 -14.830 17.509 6.040  0.08
H12 -16.417 18.122 6.565  0.09
H13 -17.954 14.603 3.828  0.09
H14 -18.256 16.283 4.144  0.09
H15 -17.582 15.147 5.415  0.09
H16 -13.690 15.210 2.739  0.09
H17 -12.608 15.733 4.111  0.09
H18 -12.461 16.444 2.558  0.08
O9 -21.714 19.781 -4.697  -0.34
S1 -21.358 20.498 -3.473  0.73
O10 -21.243 21.972 -3.526  -0.36
C7 -22.352 20.106 -1.998  -0.24
C8 -21.447 20.349 -0.846  -0.24
C9 -20.158 19.668 -1.249  -0.25
C10 -19.773 19.937 -2.675  -0.21
H19 -22.504 19.028 -2.040  0.11
H20 -23.348 20.547 -1.998  0.12
H21 -21.273 21.415 -0.700  0.12
H22 -21.879 19.974 0.082  0.12
H23 -20.244 18.582 -1.222  0.11
H24 -19.295 19.861 -0.610  0.12
H25 -19.483 19.034 -3.211  0.10
H26 -19.068 20.765 -2.758  0.10
O11 -18.114 6.878 4.833  -0.34
S2 -18.714 7.696 3.780  0.72
O12 -18.730 9.184 3.845  -0.36
C11 -18.147 7.155 2.220  -0.28
C12 -19.327 6.902 1.373  -0.26
C13 -20.296 6.206 2.264  -0.23
C14 -20.456 7.067 3.523  -0.18
H27 -17.773 6.142 2.364  0.11
H28 -17.317 7.788 1.907  0.12
H29 -19.674 7.848 0.957  0.13
H30 -19.036 6.261 0.541  0.13
H31 -19.978 5.185 2.477  0.13
H32 -21.249 6.163 1.738  0.12
H33 -20.636 6.461 4.411  0.10
H34 -21.141 7.908 3.420  0.10
O13 -19.287 11.217 -2.858  -0.35
S3 -17.847 11.251 -2.681  0.71
O14 -17.002 10.052 -2.850  -0.36
C15 -17.249 12.593 -3.793  -0.22
C16 -17.060 13.900 -2.877  -0.16
C17 -16.420 13.312 -1.531  -0.20
C18 -17.384 12.169 -1.094  -0.20
H35 -17.943 12.710 -4.626  0.09
H36 -16.353 12.305 -4.343  0.09
H37 -16.459 14.646 -3.397  0.10
H38 -18.045 14.351 -2.761  0.10
H39 -16.254 14.051 -0.747  0.10
H40 -15.404 12.939 -1.665  0.11
H41 -18.246 12.684 -0.670  0.10
H42 -17.013 11.412 -0.404  0.09
O15 -11.178 15.948 -8.101  -0.34
S4 -11.953 15.392 -9.198  0.70
O16 -11.393 14.970 -10.473  -0.34
C19 -13.007 14.020 -8.583  -0.21
C20 -14.484 14.331 -8.907  -0.20
C21 -14.683 15.845 -8.924  -0.23
C22 -13.431 16.484 -9.490  -0.22
H43 -12.727 14.026 -7.530  0.09
H44 -12.614 13.133 -9.081  0.10
H45 -14.610 13.971 -9.928  0.12
H46 -15.168 13.959 -8.144  0.12
H47 -14.810 16.196 -7.900  0.11
H48 -15.603 16.074 -9.462  0.12
H49 -13.154 17.487 -9.166  0.10
H50 -13.363 16.471 -10.577  0.09
O17 -12.433 16.446 -3.634  -0.36
S5 -11.836 17.748 -3.263  0.71
O18 -10.422 18.019 -3.286  -0.34
C23 -12.497 19.126 -4.411  -0.19
C24 -13.681 19.683 -3.595  -0.22
C25 -13.080 19.860 -2.134  -0.19
C26 -12.570 18.433 -1.744  -0.22
H51 -12.518 18.767 -5.440  0.09
H52 -11.757 19.927 -4.425  0.09
H53 -14.183 20.597 -3.914  0.11
H54 -14.474 18.938 -3.538  0.10
H55 -13.830 20.251 -1.447  0.11
H56 -12.237 20.550 -2.176  0.11
H57 -13.405 17.771 -1.516  0.10
H58 -11.761 18.505 -1.017  0.10
O19 -22.577 15.535 -11.342  -0.33
S6 -22.758 16.328 -10.150  0.68
O20 -23.525 17.533 -10.189  -0.33
C27 -23.273 15.177 -8.800  -0.21
C28 -22.222 15.346 -7.692  -0.24
C29 -20.864 15.582 -8.345  -0.22
C30 -21.086 16.736 -9.355  -0.18
H59 -23.168 14.149 -9.147  0.10
H60 -24.275 15.370 -8.415  0.10
H61 -22.550 16.195 -7.093  0.11
H62 -22.175 14.473 -7.040  0.11
H63 -20.520 14.668 -8.829  0.11
H64 -20.097 15.781 -7.596  0.11
H65 -20.401 16.994 -10.162  0.10
H66 -21.231 17.667 -8.806  0.09


5.
The following is a quantum chemistry calculation of 2 unconnected molecules or ions with the total composition C3H12N3, from OMol25.

Values from the calculation:
total charge	+1
total energy	-285.428334	Ha
highest occupied orbital energy	-0.5021	hartree
spin multiplicity	1
Kohn-Sham gap	10.439	eV
ΔE to the lowest compared entry with this formula, charge and spin	359.88	kJ/mol
lowest unoccupied orbital energy	-3.22	eV

Each line ends with the natural charge from an NBO analysis.
Geometry (Å):
C1 -1.638 -1.126 -0.363  -0.43
C2 1.665 0.018 -0.011  -0.35
C3 -0.170 0.734 -0.650  0.22
N1 1.299 -0.779 1.136  -0.75
N2 -0.209 2.089 -0.620  -0.84
N3 -0.974 -0.019 0.253  -0.67
H1 -2.389 -1.006 -1.117  0.22
H2 -0.844 -1.758 -0.776  0.19
H3 -2.139 -1.769 0.486  0.22
H4 2.295 -0.415 -0.716  0.22
H5 2.364 0.849 0.424  0.21
H6 -0.404 0.330 -1.678  0.20
H7 1.644 -0.513 2.179  0.44
H8 1.502 -1.753 1.121  0.43
H9 -0.049 2.655 -1.526  0.41
H10 0.570 2.483 -0.073  0.39
H11 -1.762 0.480 0.642  0.42
H12 0.232 -0.586 1.115  0.44


6.
The following is a quantum chemistry calculation of 2 unconnected molecules or ions with the total composition C2H5IO, from OMol25.

Values from the calculation:
total charge	0
total energy	-452.042743	Ha
highest occupied orbital energy	-0.3339	hartree
spin multiplicity	1
Kohn-Sham gap	9.333	eV
ΔE to the lowest compared entry with this formula, charge and spin	208.74	kJ/mol
lowest unoccupied orbital energy	0.25	eV

Each line ends with the natural charge from an NBO analysis.
Geometry (Å):
C1 -0.629 0.767 0.443  -0.68
C2 0.313 -0.244 -0.195  0.10
O1 -0.060 -1.470 0.177  -0.72
I1 2.452 0.204 -0.077  0.04
H1 -0.316 0.981 1.417  0.22
H2 -0.852 1.712 -0.194  0.23
H3 -1.468 0.144 0.417  0.23
H4 0.048 0.070 -1.773  0.08
H5 0.512 -2.164 -0.216  0.50


no.,strongest force on any atom (Eh/bohr)
1,0.0517
2,0.0767
3,0.0233
4,0.0721
5,0.0866
6,0.1068